Density functional theory data (wB97M-V/def2-TZVPD) for a structure of composition C39H24N8O8S2W.

## Properties
- strongest force on any atom (hartree/bohr) = 0.0191
- multiplicity = 1
- total charge = +2
- HOMO level (eV) = -13.74
- E_LUMO (eV) = -7.41
- gap between HOMO and LUMO (Ha) = 0.2327
- calculated total energy (Ha) = -3403.53890
- energy above the lowest of the compared OMol25 structures with the same formula, charge and spin (kJ/mol) = 28.24

Each line ends with the Mulliken charge.
Cartesian coordinates (Å):
W (-0.106, -0.523, -0.597)  0.262
S (-1.793, 3.739, -1.359)  -0.416
C (-0.131, 3.973, -0.950)  1.003
C (0.515, 5.204, -0.897)  -0.610
C (1.832, 5.226, -0.496)  -0.939
C (2.460, 4.035, -0.134)  -1.177
C (1.808, 2.820, -0.188)  0.170
C (0.486, 2.761, -0.629)  -0.937
N (-0.394, 1.647, -0.783)  1.410
C (-1.605, 2.078, -1.111)  0.186
C (-2.681, 1.122, -1.159)  1.142
C (-3.985, 1.473, -1.508)  -0.709
C (-4.972, 0.510, -1.488)  -1.115
C (-4.633, -0.782, -1.115)  -1.025
C (-3.329, -1.121, -0.776)  -0.330
C (-2.310, -0.172, -0.790)  0.661
H (-0.010, 6.114, -1.154)  0.471
H (2.366, 6.165, -0.437)  0.449
H (3.480, 4.060, 0.229)  0.497
H (2.326, 1.956, 0.169)  0.631
H (-4.223, 2.492, -1.789)  0.519
H (-5.990, 0.760, -1.751)  0.452
H (-5.398, -1.548, -1.078)  0.508
H (-3.160, -2.151, -0.503)  0.390
N (-2.013, -3.182, 2.224)  0.061
C (-2.187, -2.047, 3.012)  -0.011
C (-2.788, -1.883, 4.252)  -1.126
C (-2.859, -0.589, 4.727)  -0.777
C (-2.364, 0.490, 3.979)  -0.927
C (-1.761, 0.316, 2.750)  -0.711
C (-1.654, -0.987, 2.276)  0.715
N (-1.126, -1.508, 1.088)  0.980
C (-1.412, -2.800, 1.095)  -0.037
C (-1.170, -3.537, -0.125)  -1.102
C (-1.154, -4.853, -0.450)  0.002
S (-0.742, -5.019, -2.097)  -0.142
C (-0.599, -3.336, -2.250)  -0.366
N (-0.861, -2.684, -1.154)  0.594
H (-2.332, -4.114, 2.433)  0.285
H (-3.186, -2.720, 4.810)  0.517
H (-3.320, -0.400, 5.686)  0.456
H (-2.460, 1.492, 4.376)  0.540
H (-1.386, 1.159, 2.197)  0.325
H (-1.334, -5.712, 0.176)  0.481
H (-0.316, -2.861, -3.177)  0.250
O (-0.366, -0.615, -2.430)  0.454
C (-0.079, -0.163, -3.669)  0.077
C (-1.018, -0.314, -4.679)  -0.412
C (-0.720, 0.196, -5.930)  -0.843
C (0.492, 0.843, -6.163)  -0.980
C (1.425, 0.971, -5.151)  -1.004
C (1.147, 0.464, -3.882)  0.302
C (2.108, 0.410, -2.795)  0.721
N (1.847, 0.107, -1.524)  0.491
C (3.073, -0.034, -0.896)  -0.467
C (4.062, 0.229, -1.777)  -1.254
N (3.437, 0.516, -2.967)  0.034
H (-1.962, -0.797, -4.465)  0.647
H (-1.438, 0.105, -6.734)  0.494
H (0.707, 1.246, -7.142)  0.453
H (2.359, 1.482, -5.354)  0.530
H (3.166, -0.318, 0.136)  0.581
H (5.133, 0.234, -1.673)  0.444
H (3.892, 0.693, -3.847)  0.199
O (1.557, -3.656, 1.177)  -0.615
C (1.487, -2.468, 1.030)  0.170
O (1.209, -1.920, -0.166)  -0.634
C (1.753, -1.484, 2.112)  1.014
C (2.474, -1.929, 3.216)  -0.475
C (2.852, -1.022, 4.178)  -1.073
C (2.556, 0.323, 4.078)  -0.113
C (1.815, 0.752, 2.996)  -0.093
C (1.384, -0.138, 1.999)  -0.208
O (0.658, 0.316, 0.961)  0.807
N (1.515, 2.196, 2.948)  1.081
O (2.412, 2.936, 3.280)  -0.581
O (0.414, 2.546, 2.579)  -0.496
N (3.614, -1.496, 5.356)  1.005
O (3.920, -0.662, 6.176)  -0.597
O (3.942, -2.660, 5.357)  -0.584
H (2.750, -2.971, 3.301)  0.729
H (2.889, 1.021, 4.833)  0.694